A cluster of 15 separate species, C55H148N8O23 in total in a non-equilibrium geometry, computed with ωB97M-V with the def2-TZVPD basis set.

```
234
Properties=species:S:1:pos:R:3:lowdin_charge:R:1
H 1.19 1.49 0.56 0.11
C -3.92 -2.28 4.22 -0.23
H 6.29 -0.28 0.65 0.06
H -0.53 -0.35 -5.65 0.11
C 0.46 5.39 3.40 -0.12
H 5.10 3.81 -2.65 0.09
C 4.37 4.04 -1.89 -0.09
O 6.12 -2.06 -0.38 -0.21
N -7.37 5.55 0.74 -0.06
C 0.55 -1.67 -8.04 -0.21
H 0.22 5.69 4.52 0.11
H -10.62 1.99 2.23 0.09
H 6.95 3.55 1.20 0.11
C -10.00 2.11 1.33 -0.10
H 1.03 -0.07 -3.70 0.10
H -0.93 3.39 -1.42 0.10
C -3.02 -2.15 5.48 -0.14
C -2.77 2.35 1.20 -0.08
H -10.70 2.29 0.51 0.07
H 0.33 -5.56 -8.36 0.07
H -3.57 2.13 1.94 0.07
H 2.72 -8.01 -5.46 0.09
H 6.83 -2.35 -4.86 0.11
C 1.66 -6.35 -4.55 -0.18
H 6.61 5.08 2.89 0.13
H -2.08 2.14 6.17 0.07
H -6.74 1.97 2.22 0.08
H 2.19 -1.02 -0.60 0.07
C 0.47 -2.97 -8.84 -0.21
H -2.91 8.07 -0.90 0.09
N 5.89 -2.81 -3.14 -0.04
O -2.69 -0.54 -3.68 -0.22
H 3.57 -2.80 -8.17 0.09
C 3.64 -2.28 -7.19 -0.15
H 0.55 -2.70 -9.90 0.13
H 3.30 -2.73 -0.46 0.06
H 2.71 1.04 2.72 0.03
C 4.72 -2.44 -5.16 -0.27
O -2.33 1.11 0.63 -0.20
H -0.82 -1.98 9.34 0.11
H 4.37 -3.70 0.55 0.09
H 3.41 -9.76 -2.58 0.09
N 5.05 3.97 1.97 -0.07
H 4.57 2.16 -0.26 0.12
O -1.79 4.05 5.22 -0.16
H -0.21 6.08 2.87 0.08
H 5.30 -3.45 -2.64 0.07
H -2.87 0.97 -2.27 0.13
C 2.93 -2.56 3.33 -0.11
H -3.47 -2.58 6.36 0.11
H -3.57 7.55 6.24 0.07
H 3.81 5.27 4.10 0.11
H -1.03 -2.15 5.11 0.08
H -9.95 4.59 0.32 0.12
O -1.02 -2.99 2.30 -0.16
H 0.81 -2.21 -1.84 0.08
C -0.80 -4.36 1.87 -0.11
H 0.60 3.49 2.95 0.02
C -6.09 1.32 2.82 -0.11
H 1.32 -3.60 -8.68 0.09
H 3.78 4.94 -2.07 0.10
C 0.11 -2.34 8.81 -0.05
H 3.12 0.21 0.12 0.10
H -7.05 4.62 0.61 0.08
H -0.93 2.25 4.80 0.06
H 4.62 -1.30 -4.93 0.14
C -1.89 2.60 5.20 -0.12
H -5.36 6.20 -0.85 0.13
H 4.74 4.76 1.37 0.13
C -4.71 -4.06 2.92 -0.10
C -0.35 3.11 -3.31 -0.15
C -6.13 -0.57 1.36 -0.18
H 3.66 -6.76 -2.88 0.11
H -1.44 -2.96 3.17 0.01
H 0.42 -3.31 9.26 0.08
H -4.34 -1.80 0.71 0.08
H -2.02 -4.80 5.78 0.11
H -4.10 -1.95 -4.31 0.09
H 2.88 7.26 3.90 0.06
C 3.05 -4.83 -2.15 -0.23
H -6.71 -1.20 2.03 0.11
H -5.78 -3.73 2.75 0.10
H -3.48 8.59 4.81 0.09
H 6.64 -0.71 -1.78 0.08
H 0.04 -4.84 2.37 0.07
H 7.90 -2.21 -3.23 0.11
H -2.11 6.26 5.33 0.02
O -0.24 -2.60 7.41 -0.19
N 0.56 -0.23 1.21 -0.03
H 1.02 0.16 -6.22 0.13
H -0.80 -2.58 -2.39 0.06
H -0.31 1.47 2.01 0.11
C -3.43 7.54 5.16 -0.17
N 2.86 -5.60 -4.45 -0.07
C 1.93 -7.86 -4.82 -0.23
C 3.67 7.69 3.33 -0.08
H -4.20 -1.95 -1.96 0.13
C 2.30 0.01 -0.50 -0.23
H -3.01 -1.04 -0.99 0.09
C 0.49 -0.71 -5.75 -0.22
H -0.66 -4.54 7.87 0.12
O 2.53 0.60 -1.76 -0.18
H 5.98 -4.03 -4.96 0.13
C 2.68 1.87 3.35 -0.09
C -0.39 -4.95 -7.94 -0.15
C -5.25 -1.36 0.37 -0.21
H -2.53 0.26 2.51 0.12
H -3.11 2.97 0.37 0.08
H -4.19 -3.59 2.14 0.04
H 1.91 -2.90 3.51 0.06
H -2.76 -1.10 5.67 0.12
H 3.36 -2.12 4.21 0.06
O -0.07 4.10 3.19 -0.15
H 3.90 0.31 -3.28 0.10
C 5.99 -2.97 -4.60 -0.18
H -0.44 -4.31 5.30 0.11
H -1.00 3.66 -4.00 0.07
C -1.32 -4.02 5.86 -0.16
H -2.76 8.77 0.72 0.10
H -6.78 0.71 3.40 0.08
H 0.99 -8.22 -5.28 0.12
C -0.47 0.38 2.08 -0.19
C 6.21 -1.32 0.86 -0.06
H -0.34 -0.85 -2.33 0.11
O 4.81 -2.58 -6.54 -0.18
C -3.44 -1.14 -4.72 -0.11
H 6.25 2.46 -0.73 0.13
O 3.98 -4.60 -1.11 -0.19
H 8.05 -1.41 -0.88 0.13
H -2.10 -3.52 7.64 0.13
H 3.61 1.92 3.90 0.08
H -8.99 6.48 1.66 0.13
H 6.96 -1.75 1.51 0.09
H 2.18 -1.21 2.02 0.01
C 3.63 -0.14 -2.29 -0.11
H 0.49 -2.69 -6.15 0.13
H 3.75 3.17 -1.84 0.06
H -9.52 1.15 1.01 0.09
H 4.48 -0.15 -1.59 0.07
C 3.48 -3.74 -0.11 -0.11
H -4.53 0.38 -0.29 0.10
O 2.09 -8.56 -3.62 -0.20
H -0.38 -1.10 -8.16 0.12
H 0.36 0.74 -0.73 0.09
C 1.11 -0.92 -4.39 -0.20
H 5.92 3.96 3.92 0.10
H 3.44 3.36 2.31 0.03
O 0.49 -2.08 -3.83 -0.19
H 2.74 -4.68 -4.82 0.08
H 2.56 -4.16 0.35 0.10
O 4.99 4.15 -0.63 -0.19
N -4.97 -0.44 -0.74 -0.07
C 7.04 -1.58 -1.34 -0.21
H -10.38 4.55 2.01 0.14
C 5.97 3.12 1.22 -0.18
O 2.50 3.07 2.53 -0.18
H 0.54 3.74 -3.21 0.07
H -4.78 -1.65 4.40 0.11
C 5.41 2.89 -0.16 -0.21
H -2.46 6.97 0.51 0.06
H -1.27 4.30 4.44 0.01
C -0.01 -1.91 -2.53 -0.09
H 1.00 -1.71 8.84 0.08
C -6.26 6.46 1.14 -0.19
N 0.72 -1.80 -6.63 -0.10
C -1.05 -3.72 7.30 -0.29
H 2.07 -5.21 -1.77 0.13
O -1.14 2.79 -2.18 -0.15
H -6.69 7.45 1.07 0.11
H -0.36 0.11 3.11 0.11
H 2.21 -1.15 -4.53 0.11
H -2.74 -1.60 -5.44 0.09
C 4.75 5.67 3.74 -0.27
C -1.84 0.18 1.64 -0.21
H 1.34 -1.06 -8.52 0.12
H -4.21 6.89 4.72 0.08
H 1.17 -6.27 -3.55 0.13
H -4.60 -5.17 2.88 0.11
H 7.61 -3.58 -2.21 0.13
C 3.29 -9.39 -3.61 -0.09
C -3.90 -0.92 -1.58 -0.21
H 2.74 -2.70 -6.66 0.08
O 4.44 6.63 2.81 -0.18
C 5.63 4.61 3.16 -0.19
H 5.24 -1.44 1.32 0.06
C 7.17 -2.60 -2.51 -0.20
O -2.17 7.05 4.82 -0.12
H -6.82 -0.07 0.63 0.13
N -1.76 -2.81 5.05 -0.06
H 2.88 -3.86 -2.61 0.10
C -3.00 7.83 0.18 -0.08
H -2.74 2.29 4.51 0.08
H -4.16 -0.55 -5.25 0.07
H 0.21 -1.16 1.05 0.09
H 3.51 -3.51 3.12 0.09
C -5.05 6.36 0.20 -0.21
H -1.28 -5.54 -8.02 0.09
H 4.32 8.35 3.92 0.09
H -3.36 -1.97 3.34 0.10
O 2.97 -1.71 2.16 -0.16
H -1.94 2.90 1.71 0.08
H 4.69 -5.44 -3.45 0.13
H 1.09 -6.00 -5.38 0.08
O -5.34 0.45 2.02 -0.23
H 3.88 -3.03 -4.73 0.11
H 3.21 8.27 2.52 0.10
C -3.48 0.10 -2.71 -0.18
H 4.17 -8.84 -3.91 0.07
C 1.00 0.54 0.08 -0.17
H -0.50 -4.34 0.80 0.08
H -2.00 -0.84 1.29 0.10
H 5.33 6.09 4.58 0.14
H -0.05 2.16 -3.83 0.08
O -4.24 -3.63 4.17 -0.18
H 1.91 1.75 4.11 0.08
O -4.35 7.54 0.54 -0.23
H 3.68 -1.19 -7.39 0.11
H 3.16 -10.23 -4.33 0.09
H -4.38 0.39 -3.24 0.10
H -0.24 -4.83 -6.84 0.09
C 3.62 -5.73 -3.23 -0.18
H 3.39 -1.22 -2.47 0.08
H -5.81 -2.20 -0.09 0.13
H -4.46 5.50 0.48 0.10
H -5.95 6.29 2.19 0.12
C -9.50 4.44 1.29 -0.24
C -8.50 5.49 1.68 -0.22
H -8.19 5.25 2.72 0.12
O -0.66 -3.81 -8.65 -0.15
H -5.40 1.85 3.43 0.07
H -1.67 -4.95 1.95 0.05
H 6.07 2.19 1.77 0.11
H 1.53 5.51 3.11 0.08
O -8.95 3.11 1.42 -0.21
```

The HOMO-LUMO gap is 8.470 eV. Its total charge is 0. The calculation puts the strongest force on any atom at 0.0739 hartree/bohr. For the LUMO energy, the calculation gives 0.509 eV. The HOMO energy comes out at -0.2925 Ha. Its energy relative to the best compared isomer or geometry (same formula, charge and spin) is 0.0 kJ/mol. The spin multiplicity is 1.